--- w ---
Density functional theory data (ωB97M-V with the def2-TZVPD basis set) for a molecular structure, C3H6ClNO.

Results
M: 107.540 g/mol
E_HOMO: -0.3587 hartree

Structure (ORCA input):
```
! wB97M-V def2-TZVPD RIJCOSX def2/J DEFGRID3
* xyz 0 1
C 0.00821 -0.04971 -0.47564
C 0.36774 0.20959 0.93729
C -0.68760 -0.75652 0.72009
H 0.12803 2.13987 -1.33793
H -1.49351 0.58051 -1.59616
H 0.77913 -0.73968 -0.77044
H -0.12285 1.07296 1.35040
H 2.08985 -0.18728 -0.05536
H -1.70908 -0.37565 0.90067
N -0.23078 0.96250 -1.57933
O 1.76852 -0.28224 1.24520
Cl -0.89767 -2.57433 0.66121
*
```

Mulliken population analysis, charges in e, atoms 1 to 2: number 1, C, carries -0.875; number 2, C, carries 0.320

=====

--- x ---
Density functional theory data (ωB97M-V with the def2-TZVPD basis set) for 2 unconnected molecules or ions with the total composition C3H6ClNO.

Results
M: 107.540 g/mol
E_HOMO (alpha / beta): -0.2996 / -0.2995 hartree

Structure (ORCA input):
```
! wB97M-V def2-TZVPD RIJCOSX def2/J DEFGRID3
* xyz 0 1
C 0.89847 -0.06360 -0.14174
C -1.17260 -1.38783 -0.06262
C -0.52833 0.01468 -0.09357
N 1.41981 2.07679 -0.12867
O 1.77442 -0.82978 -0.32244
Cl 1.30835 2.28313 1.55592
H -0.79423 -2.21431 -0.62059
H -1.07991 -1.78358 0.87503
H -2.19115 -1.38676 -0.08293
H -0.99420 0.48356 -0.99156
H -1.00361 0.67536 0.53316
H 2.36297 2.13234 -0.52000
*
```

Mulliken population analysis, charges in e, atoms 1 to 2: number 1, C, carries 0.450; number 2, C, carries -1.466

=====

Name the least stable of them. w.